1.
{
  "formula": "H12O6Zn",
  "method": "ωB97M-V with the def2-TZVPD basis set",
  "relative_energy_ev": 1.116,
  "lumo_ev": -7.46,
  "orbital_gap_ha": 0.47302,
  "total_charge": 2,
  "species": ["Zn", "O", "H", "H", "O", "H", "H", "O", "H", "H", "O", "H", "H", "O", "H", "H", "O", "H", "H"],
  "xyz": [[-14.93700, 3.85600, -26.90300], [-12.89100, 4.37300, -26.81600], [-12.27700, 3.82900, -26.35900], [-12.32900, 4.93500, -27.30800], [-15.40600, 4.44000, -24.91400], [-14.87100, 4.91800, -24.23200], [-15.88500, 4.00300, -24.23000], [-14.59800, 1.97800, -26.33700], [-15.05900, 1.32300, -26.88800], [-14.59300, 1.49800, -25.50700], [-16.85200, 3.19800, -27.30700], [-17.13700, 2.36100, -26.99800], [-17.41100, 3.75400, -26.72000], [-15.30500, 5.87200, -27.53000], [-14.79100, 6.32600, -28.17300], [-15.89700, 6.53100, -27.11300], [-14.38400, 3.03000, -28.91500], [-13.53100, 2.63900, -29.17200], [-15.04100, 2.34000, -29.04400]],
  "atomic_forces_ev_per_a": [[0.7, 1.2, -0.7], [-1.4, -0.4, 0.4], [0.8, -1.1, 1.0], [0.7, 1.4, -1.1], [1.2, 1.1, 1.2], [0.4, 0.5, -1.5], [-1.7, -1.5, 0.3], [-0.3, -1.6, -0.1], [0.4, 0.2, -0.3], [0.4, 0.2, 0.9], [-0.5, 2.0, 0.6], [-0.4, -1.9, 0.2], [0.0, 0.2, -0.8], [-1.1, -0.6, 1.4], [0.7, 0.7, -1.1], [0.4, -0.4, -0.3], [0.0, 0.0, 0.5], [-0.2, 0.2, 0.1], [-0.1, -0.1, -0.7]],
  "lowdin_charge": [0.7115, 0.0379, 0.0871, 0.0880, -0.0007, 0.1403, 0.0823, -0.0069, 0.1074, 0.1182, 0.0208, 0.0784, 0.1257, 0.0186, 0.0828, 0.1249, -0.0026, 0.1122, 0.0742]
}

2.
{
  "formula": "H12Si5",
  "method": "ωB97M-V with the def2-TZVPD basis set",
  "relative_energy_ev": 0.649,
  "lumo_ev": -0.82,
  "orbital_gap_ha": 0.34918,
  "species": ["Si", "Si", "Si", "Si", "Si", "H", "H", "H", "H", "H", "H", "H", "H", "H", "H", "H", "H"],
  "xyz": [[0.24697, -1.14432, -3.70417], [-1.30753, -0.34478, -2.20957], [-0.52415, 0.52410, -0.15072], [-0.59499, 0.25733, 2.31021], [1.25627, 0.50223, 3.60208], [-0.24570, -1.43010, -5.10732], [1.47231, -1.97186, -3.58619], [0.91966, 0.05377, -3.92896], [-2.50507, 0.42176, -2.75279], [-2.07012, -1.55478, -1.97216], [0.84369, 0.17465, -0.37588], [-0.43495, 1.98696, -0.24581], [-1.15897, 1.36438, 2.95841], [-1.48927, -0.62500, 3.01587], [2.55564, 0.98492, 3.03073], [1.81253, -0.57538, 4.30954], [1.22369, 1.37612, 4.80670]],
  "atomic_forces_ev_per_a": [[0.3, -0.4, -1.5], [-1.7, -0.4, 0.7], [0.1, 0.2, 0.7], [-0.2, -0.5, -1.4], [2.0, 1.1, 0.3], [-0.3, -0.1, 0.7], [-0.5, -0.5, 0.8], [1.0, 2.0, -0.5], [1.0, 0.1, -0.1], [-0.3, -0.7, 0.5], [1.2, -0.4, 0.0], [-0.2, 0.3, -0.1], [-0.9, 2.0, 0.1], [-0.3, -1.2, 0.0], [-0.5, 0.1, -0.5], [0.2, -2.0, 0.5], [-0.8, 0.4, -0.3]],
  "lowdin_charge": [0.4068, 0.2396, 0.3030, 0.2844, 0.3792, -0.1011, -0.1086, -0.1780, -0.0921, -0.1585, -0.1573, -0.1222, -0.1639, -0.1352, -0.1162, -0.1679, -0.1119]
}

3.
{
  "formula": "H13NO5",
  "method": "ωB97M-V with the def2-TZVPD basis set",
  "relative_energy_ev": 0.520,
  "lumo_ev": 0.59,
  "orbital_gap_ha": 0.40247,
  "species": ["N", "H", "H", "H", "O", "H", "H", "O", "H", "H", "O", "H", "H", "O", "H", "H", "O", "H", "H"],
  "xyz": [[0.93266, -0.82494, -2.16503], [1.31946, -0.03002, -1.66202], [1.71304, -1.40930, -2.43771], [0.55240, -0.39505, -2.99695], [1.88707, 0.38909, 0.67537], [2.34046, -0.37917, 1.00925], [0.95985, 0.28017, 0.95923], [-0.55114, -0.84628, 2.34669], [0.14052, -1.49912, 2.49861], [-1.02475, -1.16062, 1.55819], [-1.10750, -1.62479, -0.23365], [-0.53476, -1.12761, -0.82531], [-1.17818, -2.46750, -0.68605], [-0.41904, 1.68786, -1.48138], [-0.47416, 1.91742, -0.54607], [-1.18098, 2.00996, -1.94977], [-1.08121, 1.97629, 1.60098], [-0.88120, 1.10619, 1.92972], [-1.41256, 2.39742, 2.40590]],
  "atomic_forces_ev_per_a": [[0.1, 0.3, 0.1], [0.0, -0.1, 0.2], [0.0, -0.1, -0.1], [-0.1, -0.2, -0.2], [-0.7, 0.4, -0.2], [0.2, -0.4, 0.2], [0.6, 0.0, 0.0], [0.0, 0.3, 0.1], [-0.1, 0.1, 0.0], [0.1, -0.2, -0.2], [-0.5, -0.3, 0.4], [0.6, 0.4, -0.5], [-0.1, -0.2, 0.1], [0.9, -0.5, 0.0], [-0.4, 0.3, 0.0], [-0.5, 0.3, 0.2], [-0.3, 0.7, 0.2], [0.3, -1.1, 0.2], [0.0, 0.3, -0.4]],
  "lowdin_charge": [0.0212, -0.0032, 0.0265, 0.0237, -0.0505, 0.0309, 0.0051, -0.0693, 0.0523, 0.0092, -0.0675, -0.0182, 0.0489, -0.0459, 0.0102, 0.0351, -0.0432, -0.0193, 0.0541]
}

4.
{
  "formula": "H13O6S",
  "method": "ωB97M-V with the def2-TZVPD basis set",
  "relative_energy_ev": 0.985,
  "lumo_ev": 3.29,
  "orbital_gap_ha": 0.28175,
  "total_charge": -1,
  "species": ["S", "H", "H", "H", "O", "H", "H", "O", "H", "H", "O", "H", "H", "O", "H", "H", "O", "H", "H", "O"],
  "xyz": [[0.55752, -0.53376, 1.34550], [0.88154, -1.82279, 1.23126], [-1.26443, -3.12683, -0.71422], [-0.85990, -1.73933, -0.16355], [-1.17216, -2.20118, -0.96785], [0.16344, 3.21404, 2.09769], [0.61024, 2.03145, 2.87118], [0.95861, 2.87145, 2.53622], [2.85957, -0.60202, 0.19470], [3.58104, 0.28627, -0.72955], [3.75794, -0.24747, 0.05647], [1.00072, -0.04856, -0.90492], [0.64283, 1.25587, -1.57659], [1.11393, 0.43135, -1.76518], [-2.47146, 1.60810, 0.03048], [-1.34605, 0.65089, 0.39462], [-2.23602, 0.92599, 0.68838], [-3.34267, -1.33586, -3.50179], [-2.38450, -0.68796, -2.51030], [-3.29858, -0.66313, -2.81906]],
  "atomic_forces_ev_per_a": [[0.0, 0.1, -0.2], [0.0, -0.2, 0.0], [0.0, 0.2, 0.0], [0.1, 0.1, -0.1], [-0.1, -0.2, -0.1], [0.4, 0.1, 0.0], [0.5, -0.2, -0.1], [-0.9, 0.1, 0.0], [0.2, 0.1, 0.6], [0.2, 0.1, 0.1], [-0.4, -0.1, -0.6], [0.0, 0.2, -0.3], [0.2, -0.2, -0.1], [-0.2, 0.1, 0.4], [-0.1, -0.5, 0.5], [-0.2, -0.4, 0.5], [0.1, 0.9, -0.9], [0.1, -0.1, 0.0], [0.0, -0.2, 0.3], [-0.1, 0.3, -0.2]],
  "lowdin_charge": [0.1691, -0.3304, 0.0249, -0.0781, -0.1094, 0.0261, -0.0050, -0.0959, -0.0628, 0.0115, -0.1182, -0.0901, 0.0200, -0.1349, 0.0292, -0.0868, -0.1282, 0.0208, 0.0118, -0.0736]
}

5.
{
  "formula": "H14IO7",
  "method": "ωB97M-V with the def2-TZVPD basis set",
  "relative_energy_ev": 0.149,
  "spin_multiplicity": 2,
  "lumo_ev": [-0.23, -5.37],
  "orbital_gap_ha": [0.41676, 0.22765],
  "species": ["I", "O", "H", "H", "O", "H", "H", "O", "H", "H", "O", "H", "H", "O", "H", "H", "O", "H", "H", "O", "H", "H"],
  "xyz": [[0.12300, 0.30635, -0.49734], [2.28030, 3.10966, -1.00957], [1.76099, 2.38528, -1.35860], [3.06636, 2.69305, -0.65634], [0.28687, 0.31868, 3.23175], [0.52680, -0.50760, 3.65118], [0.12962, 0.08647, 2.31656], [-3.66041, 0.14880, 0.21072], [-2.81693, -0.08890, -0.17435], [-3.50609, 1.00038, 0.61964], [-2.85483, 2.65530, -1.21438], [-3.02984, 2.81446, -0.28687], [-2.05465, 2.13005, -1.22093], [3.49390, -0.31879, 1.03390], [4.11925, -0.34490, 0.30968], [2.63852, -0.24918, 0.60998], [-1.48034, -2.85764, -0.97208], [-0.83372, -2.15982, -1.07771], [-2.10923, -2.71104, -1.67865], [1.61798, -3.03507, -0.65821], [0.70888, -3.29741, -0.51346], [1.59348, -2.07821, -0.66496]],
  "atomic_forces_ev_per_a": [[0.0, 0.3, 0.0], [-0.2, 0.2, 0.1], [-0.1, -0.1, -0.3], [0.3, -0.1, 0.2], [0.0, 0.3, 0.1], [0.1, -0.2, 0.2], [-0.1, -0.1, -0.1], [-0.2, -0.3, 0.2], [0.1, -0.1, -0.1], [-0.1, 0.1, 0.1], [-0.1, 0.2, -0.2], [-0.1, 0.3, 0.2], [0.2, -0.1, -0.1], [0.0, 0.1, 0.2], [0.3, -0.1, -0.2], [-0.2, 0.0, 0.0], [0.0, 0.0, 0.4], [0.1, 0.1, -0.2], [-0.3, -0.1, -0.3], [0.2, 0.0, -0.1], [-0.3, -0.4, 0.1], [0.2, 0.2, 0.1]],
  "lowdin_charge": [0.7791, -0.0647, -0.0850, 0.0308, -0.0678, 0.0380, -0.0897, -0.0575, -0.0587, 0.0155, -0.0577, 0.0275, -0.0722, -0.0581, 0.0370, -0.0964, -0.0480, -0.0931, 0.0536, -0.0554, 0.0066, -0.0837]
}

6.
{
  "formula": "H14KO11S",
  "method": "ωB97M-V with the def2-TZVPD basis set",
  "spin_multiplicity": 2,
  "lumo_ev": [-0.33, -3.40],
  "orbital_gap_ha": [0.38179, 0.25815],
  "species": ["K", "S", "O", "O", "O", "O", "O", "H", "H", "O", "H", "H", "O", "H", "H", "O", "H", "H", "O", "H", "H", "O", "H", "H", "O", "H", "H"],
  "xyz": [[0.28386, 0.20574, -0.00669], [-2.09452, -1.84639, -1.84965], [-1.18148, -0.71014, -2.20119], [-3.48369, -1.37551, -1.69756], [-2.12819, -2.99500, -2.78320], [-1.62070, -2.43128, -0.59411], [-0.44259, 1.33133, 2.35393], [-0.37685, 1.69999, 3.23484], [-1.37450, 1.14423, 2.24100], [-1.44283, 1.91281, -1.64468], [-1.44193, 1.07005, -2.09854], [-0.59199, 2.29859, -1.85321], [1.27699, -1.65467, -2.21540], [1.39164, -1.76588, -3.15918], [0.33778, -1.50780, -2.10341], [-2.18367, -0.77455, 1.21090], [-2.12419, -1.50050, 0.58985], [-3.02969, -0.36762, 1.02408], [1.71489, 3.05323, 1.94333], [2.59535, 2.77883, 2.19970], [1.20111, 2.24562, 1.94739], [1.57521, -1.31830, 1.95786], [2.36940, -1.40564, 2.48499], [0.92670, -1.85823, 2.40968], [3.02262, 1.13419, -0.19801], [3.37029, 2.01871, -0.31194], [3.45107, 0.61811, -0.88089]],
  "atomic_forces_ev_per_a": [[0.1, -0.2, 0.1], [0.0, 1.2, 1.1], [-1.2, -1.5, -0.4], [0.5, -0.4, -0.6], [-0.1, 0.5, -0.7], [0.4, -0.5, -0.1], [0.2, 0.1, 0.1], [0.1, 0.2, 0.3], [-0.3, -0.4, -0.2], [0.1, 0.6, 0.6], [-0.2, -0.7, -0.4], [0.1, 0.4, -0.2], [1.2, -0.1, 0.4], [0.0, 0.0, -0.2], [-0.6, 0.2, -0.3], [0.0, 1.3, 1.2], [0.1, -0.8, -0.3], [-0.3, 0.1, -0.1], [0.2, 0.4, -0.1], [0.3, 0.0, 0.1], [-0.3, -0.2, 0.0], [0.0, 0.2, -0.2], [0.3, 0.0, 0.0], [-0.3, -0.2, 0.1], [-0.3, -0.1, 0.1], [0.0, 0.3, 0.0], [0.1, -0.3, -0.2]],
  "lowdin_charge": [0.8973, 0.3454, -0.4175, -0.1766, -0.1127, -0.2649, -0.1004, 0.0663, 0.0371, -0.0752, -0.0247, 0.0284, -0.0759, 0.0436, -0.0700, -0.0853, -0.0547, 0.0533, -0.0462, 0.0347, -0.0319, -0.0783, 0.0475, 0.0493, -0.0797, 0.0440, 0.0471]
}

7.
{
  "formula": "H14KrO7",
  "method": "ωB97M-V with the def2-TZVPD basis set",
  "relative_energy_ev": 0.000,
  "lumo_ev": 0.35,
  "orbital_gap_ha": 0.40494,
  "species": ["Kr", "O", "H", "H", "O", "H", "H", "O", "H", "H", "O", "H", "H", "O", "H", "H", "O", "H", "H", "O", "H", "H"],
  "xyz": [[0.50833, -0.86181, -0.48482], [0.86151, -2.07070, 3.17328], [1.30573, -1.25266, 2.95033], [0.22537, -1.82318, 3.84433], [-1.47343, -3.04681, 1.78318], [-1.92263, -3.67123, 2.35286], [-0.66825, -2.82953, 2.25298], [-0.14104, 2.31178, -1.87197], [-0.56335, 2.94419, -2.45330], [-0.85595, 1.95681, -1.34364], [4.26682, -0.21904, -1.46007], [3.92026, -1.10607, -1.36356], [3.73766, 0.17097, -2.15585], [2.70893, 2.10701, -2.65260], [3.06467, 2.82741, -2.13231], [1.78632, 2.06240, -2.40154], [-2.82306, -0.71852, 0.87417], [-3.51299, -0.85315, 0.22448], [-2.31423, -1.52904, 0.85535], [-2.38122, 2.06115, -0.10194], [-2.47310, 1.41085, 0.59441], [-3.25633, 2.12918, -0.48377]],
  "atomic_forces_ev_per_a": [[0.0, 0.0, 0.0], [-0.1, -0.3, 0.0], [0.2, 0.2, -0.2], [-0.1, 0.2, 0.4], [-0.4, -0.1, -0.3], [-0.2, -0.2, 0.0], [0.7, 0.2, 0.0], [0.6, 0.0, -0.4], [0.0, 0.2, -0.1], [-0.5, -0.1, 0.5], [0.3, -0.2, 0.2], [0.0, -0.2, 0.1], [-0.3, 0.5, -0.2], [0.4, -0.2, -0.3], [0.1, 0.1, 0.1], [-0.7, 0.0, 0.2], [-0.3, 0.7, 0.0], [-0.2, 0.0, -0.2], [0.4, -0.6, 0.4], [0.2, 0.4, -0.2], [0.1, -0.6, 0.3], [-0.2, 0.1, -0.1]],
  "lowdin_charge": [0.1676, -0.0482, 0.0466, 0.0501, -0.0592, 0.0515, -0.0120, -0.0780, 0.0464, -0.0221, -0.0741, 0.0123, -0.0071, -0.0537, 0.0430, -0.0155, -0.0771, 0.0421, -0.0270, -0.0481, 0.0142, 0.0483]
}

8.
{
  "formula": "H14LiO7",
  "method": "ωB97M-V with the def2-TZVPD basis set",
  "relative_energy_ev": 3.376,
  "lumo_ev": -4.55,
  "orbital_gap_ha": 0.33073,
  "total_charge": 1,
  "species": ["Li", "O", "H", "H", "O", "H", "H", "O", "H", "H", "O", "H", "H", "O", "H", "H", "O", "H", "H", "O", "H", "H"],
  "xyz": [[-23.34451, 4.06462, 1.49413], [-28.71522, 4.02053, 2.04378], [-28.38572, 3.95704, 2.94023], [-29.12409, 4.88486, 1.99903], [-24.33133, 7.79217, 0.58853], [-25.20034, 8.13618, 0.79519], [-24.00660, 8.36307, -0.10778], [-19.58750, 5.95193, 6.42778], [-20.45130, 5.60314, 6.20774], [-19.75682, 6.59630, 7.11506], [-23.41641, 4.27247, -3.03101], [-23.29713, 3.56583, -3.66558], [-22.58022, 4.73830, -3.03056], [-24.18809, 0.46642, 0.86159], [-23.85165, -0.18840, 0.24984], [-25.03507, 0.11989, 1.14224], [-19.75019, 3.67259, 1.05296], [-19.25787, 4.46857, 0.85228], [-19.12815, 2.96104, 0.90134], [-24.55764, 3.58203, 5.67322], [-25.07437, 4.12839, 6.26543], [-24.37694, 2.78769, 6.17582]],
  "atomic_forces_ev_per_a": [[0.1, -0.1, -0.1], [0.2, -0.1, -0.2], [0.0, -0.1, 0.3], [-0.2, 0.2, -0.1], [0.2, -0.4, 0.2], [-0.2, 0.1, 0.1], [0.1, 0.1, -0.2], [0.1, -0.1, -0.2], [-0.2, -0.1, 0.0], [0.0, 0.2, 0.2], [-0.1, 0.0, 0.4], [0.0, -0.2, -0.2], [0.2, 0.2, -0.1], [0.1, 0.5, 0.1], [0.1, -0.2, -0.2], [-0.3, -0.1, 0.1], [-0.5, 0.1, 0.0], [0.2, 0.2, 0.0], [0.1, -0.3, 0.0], [0.1, 0.1, -0.4], [-0.1, 0.2, 0.2], [0.1, -0.2, 0.1]],
  "lowdin_charge": [0.9442, -0.0539, 0.0241, 0.0319, -0.0609, 0.0350, 0.0369, -0.0522, 0.0200, 0.0324, -0.0567, 0.0351, 0.0272, -0.0605, 0.0378, 0.0367, -0.0601, 0.0363, 0.0399, -0.0621, 0.0337, 0.0350]
}

no.,DFT total energy (a.u.)
1,-2237.415889
2,-1454.465629
3,-438.763205
4,-857.489004
5,-832.692364
6,-1834.181203
7,-3288.693637
8,-542.370067